Entry 1:
Molecular formula: C31H61Cl22FO5S
Method: DFT, ωB97M-V/def2-TZVPD

Net charge: 0
Energy (Eh): -12216.2677
HOMO energy (eV): -9.265

Atoms and positions in Å:
C (3.8037, -1.2364, 3.9800)
H (-4.7716, 9.3058, 1.4806)
H (5.0281, -3.6328, -2.6020)
Cl (-8.2668, 8.2790, 0.9060)
H (-2.1747, -7.3588, -1.8638)
O (-2.8668, 3.4243, 4.3982)
H (7.3177, -2.1300, 6.3780)
C (1.4228, -3.4385, -6.1743)
Cl (-1.2939, 2.6586, -4.8690)
Cl (-4.3312, -2.2648, -4.2481)
C (-3.3684, 2.5985, -2.0988)
H (-1.9935, -0.3179, -1.7905)
Cl (-0.6001, -3.8161, -4.3891)
H (-3.5205, -6.9143, -0.8070)
Cl (-3.2543, -5.3821, -2.5533)
H (2.4668, -3.6288, -6.4181)
C (-4.1379, 2.1349, -6.4516)
Cl (5.0291, -3.8752, 6.7290)
C (-6.8055, 8.7427, 1.8108)
Cl (8.7772, -6.7572, 6.6886)
C (-5.6074, 8.9026, 0.9111)
H (-4.4862, 3.9228, 3.2456)
Cl (5.3667, -0.5392, 3.4725)
H (-1.2584, 2.6328, -2.2089)
H (8.6632, -3.2358, 6.6845)
Cl (-2.4182, -1.1825, -6.6152)
H (3.0173, -0.7368, 3.4190)
C (-2.6559, 4.1228, 2.1355)
H (4.6098, -3.2103, 4.2580)
C (-3.0789, -0.2751, -1.7083)
H (8.6702, -9.4074, 9.2465)
C (0.0403, 4.9897, -5.3536)
C (4.7544, -5.5024, -1.5654)
C (-3.1964, -2.7862, -6.6484)
H (-1.8371, 5.9497, 1.2880)
H (-0.4912, 3.5758, -6.8888)
H (10.0841, -7.4405, 8.5257)
H (-2.1068, -5.0143, 0.1028)
C (6.7583, -4.0756, 7.1344)
Cl (-0.1364, -5.4703, -1.1143)
Cl (-5.0659, 7.3462, 0.2226)
H (-3.5884, 5.9240, 1.5458)
H (-6.6311, 7.9869, 2.5726)
C (-3.7327, 0.3749, -2.9202)
C (-2.7326, 5.3333, 1.2103)
C (-3.7922, 3.1285, -7.5254)
C (9.3908, -7.9511, 7.8626)
H (-3.8955, 4.3067, -0.2287)
C (-2.0075, 2.8168, -1.4339)
C (-0.1365, 3.5827, -5.8609)
H (-1.4618, -6.6257, 0.4341)
C (-2.6474, -6.5347, -1.3354)
H (1.5928, 3.2725, 8.4535)
H (-1.8404, 2.0464, -0.6787)
H (-3.7263, 3.5501, -2.5102)
H (-1.0207, 4.1137, -0.0895)
H (-4.1052, 4.1336, -7.2544)
H (9.9385, -8.7037, 7.2983)
H (1.0572, -5.3035, -5.1545)
S (-1.5465, 2.7653, 3.8304)
Cl (-4.5431, 2.7273, -9.0960)
H (-2.7153, 3.1306, -7.6830)
Cl (0.4606, -3.8918, -7.6089)
H (4.7630, -6.5686, -1.7766)
F (-3.1891, 3.0024, 1.5187)
Cl (3.9337, 3.3080, 8.1903)
Cl (1.8772, 5.8382, 7.1430)
H (-3.4361, -1.3096, -1.6637)
H (-3.9249, 1.1168, -6.7638)
Cl (3.7453, -3.1876, 2.0621)
H (6.8658, -3.8446, 8.1929)
H (-7.0193, 9.6901, 2.3024)
C (-3.4796, 4.2958, 3.4202)
H (7.0215, -5.1185, 6.9791)
H (6.1856, -4.8962, -3.0333)
Cl (4.1677, -5.1366, -4.2047)
Cl (-1.4315, 5.9695, -5.5857)
O (-3.2882, 1.6993, -3.1902)
H (-4.1225, 2.2757, -1.3732)
H (-3.4434, -0.2053, -3.7866)
H (0.2857, 5.0002, -4.2948)
H (-5.1436, -1.8998, -6.4097)
Cl (-5.8631, 2.2188, -5.9910)
H (-3.3210, -3.1000, -7.6836)
H (3.6809, -1.0032, 5.0367)
H (2.1475, 2.1585, 7.1976)
Cl (7.6599, -3.6394, 4.5998)
H (-4.8239, 0.3005, -2.8296)
C (-4.5357, -2.6858, -5.9677)
O (-1.3612, 3.8204, 2.6260)
H (2.6583, 4.1309, 5.7161)
H (5.4544, -5.3029, -0.7551)
C (8.2714, -8.6024, 8.6317)
H (0.9498, 3.9388, 6.1150)
C (-3.0007, 4.9220, -0.2464)
C (-1.7745, 4.2275, -0.8771)
H (1.7199, -4.0214, -4.1419)
H (2.8466, -3.1289, 4.2292)
H (-3.4854, 5.3291, 3.7609)
C (7.6395, -3.1673, 6.3199)
C (2.2561, 3.1644, 7.5995)
H (0.8139, 3.0531, -5.8204)
O (-1.7669, 1.4667, 3.3215)
H (0.8417, 5.4802, -5.9036)
H (-3.1813, 5.8452, -0.7951)
C (5.1461, -4.6988, -2.7778)
H (-2.5230, -3.4820, -6.1574)
C (1.0346, -4.2345, -4.9569)
Cl (7.4618, -7.4537, 9.7285)
H (-5.8185, 9.5740, 0.0831)
Cl (3.1338, -5.0735, -0.9636)
H (7.5186, -9.0129, 7.9639)
H (-3.5567, 2.3335, -5.5545)
C (1.9305, 4.1637, 6.5227)
O (-0.4993, 2.9020, 4.7759)
H (1.2905, -2.3723, -6.0080)
C (-1.6895, -5.9086, -0.3530)
H (-5.0801, -3.6261, -6.0406)
H (-3.4018, 0.1795, -0.7694)
H (-1.3018, 4.8658, -1.6262)
C (3.7588, -2.7299, 3.7875)

***

Entry 2:
Molecular formula: C31H62BrClN6O14PS
Method: DFT, ωB97M-V/def2-TZVPD

Net charge: +1
Energy (Eh): -6373.7968
HOMO energy (eV): -11.153

Atoms and positions in Å:
N (3.4074, 0.2758, -0.9588)
H (-5.2892, 0.2565, -2.2286)
C (-6.4244, -3.7860, -5.8065)
H (4.1561, -3.2578, 2.3214)
H (4.4166, 0.2249, -1.0008)
C (0.7757, -2.3442, -0.3627)
O (-4.7645, -1.7396, -2.5488)
O (1.1874, 2.0784, -2.7313)
H (5.5092, 5.2140, 0.3548)
H (-3.7054, -0.2915, -1.6466)
C (0.7723, 2.5445, 0.7132)
H (-1.8019, 5.2312, 1.9455)
H (2.4379, 3.4895, -0.8574)
C (3.9438, -1.4040, -5.5416)
N (0.8189, 0.3602, -0.4193)
H (-5.5097, -0.3891, 8.5908)
H (4.4725, -2.3043, -1.4571)
C (1.7249, 0.6581, 2.0229)
C (1.3120, -1.0121, -0.9401)
H (2.6875, 0.2007, 2.1777)
H (-3.9610, -0.0122, -3.3818)
H (2.9894, -2.8641, -2.1170)
H (5.4981, 3.1379, 1.7761)
H (-0.9963, 0.8427, -0.6624)
C (0.6374, -0.3256, 2.4754)
H (4.3589, -1.3423, 0.7245)
S (-0.7867, 5.2951, 1.0880)
C (-1.2512, 3.8843, 0.0325)
H (4.0033, 3.0009, -1.3164)
Cl (1.8013, 1.9301, 3.2943)
H (-2.2319, -2.9249, -1.7086)
C (-5.7377, -2.0053, -3.4345)
O (0.6053, -2.4051, -3.2357)
H (4.0409, 5.6984, -0.1795)
C (-2.8469, 3.7162, 6.3535)
C (-0.5519, 0.2261, 3.2619)
C (1.6278, 1.2593, 0.5653)
H (1.0206, 1.4880, -3.4711)
H (2.2058, -0.1329, -5.5407)
H (-0.2970, 2.5060, -1.2573)
O (4.9450, -0.5146, -3.2468)
C (2.9849, 2.6245, -1.2224)
H (1.2645, -2.7377, -3.8658)
H (-7.1776, -4.2225, -6.4611)
H (-2.2482, 3.4826, 7.2318)
O (-4.1107, 3.0503, 6.4199)
H (-0.5264, -4.4245, -1.8132)
H (0.2102, -0.8921, 1.6774)
H (0.8676, 0.9758, -1.2612)
O (-0.5225, 0.2588, -0.0462)
C (-4.9445, -0.8157, 7.7621)
O (-5.9275, -3.3155, -3.4508)
H (2.8937, 3.1472, -3.2664)
H (4.0853, -4.7663, 1.4122)
C (3.0183, 1.4765, -0.1727)
C (3.5682, -3.8305, 1.6013)
O (-6.3234, -1.1777, -4.0756)
C (3.9325, 4.3691, 1.2613)
N (4.5797, 4.8868, 0.1095)
H (2.6738, -0.8179, -7.0908)
N (-0.4804, -4.3308, -0.8045)
H (1.0746, -2.4596, 0.6681)
H (-1.3600, -0.4965, 3.1467)
H (-1.8278, 4.2595, -0.8088)
H (-7.1455, -4.7970, -4.0482)
O (-3.0383, 1.0860, 6.1541)
C (4.4136, 3.0067, 1.6747)
H (-2.1988, -3.0871, 0.9185)
H (0.0029, 2.2863, 1.4359)
C (4.0526, -1.3243, -3.1882)
N (-1.2105, -2.8681, 0.9542)
C (3.3614, -1.7378, 0.5100)
O (3.4569, -3.1420, 0.3648)
C (-4.0438, 1.7238, 6.3361)
H (1.1374, -1.0503, 3.1260)
C (-5.3811, -0.1952, 6.4538)
H (0.6119, 3.9434, -0.9751)
H (-2.3046, 3.4297, 5.4548)
H (5.0908, 1.7654, 0.0840)
H (-0.9253, 1.1709, 2.8754)
H (1.3844, -3.0832, -0.8740)
H (-6.2152, -2.7750, -6.1510)
O (3.0911, 4.9913, 1.8843)
H (-1.2402, -4.8776, -0.4160)
H (-2.1102, -1.5582, -0.8132)
H (-3.8852, -0.6443, 7.9447)
H (-4.8152, -0.5908, 5.6103)
H (-7.8285, -3.1854, -4.2690)
H (-0.3504, 0.3010, 4.3258)
H (-1.8686, 3.2100, 0.6239)
C (-6.9266, -3.7854, -4.3807)
N (-1.5826, -2.2643, -1.3024)
H (4.3954, 0.8953, 1.3890)
H (1.3960, 3.3103, 1.1643)
H (2.6942, -1.5302, 1.3369)
H (-6.4374, -0.3817, 6.2747)
O (-5.2719, 1.2381, 6.4680)
C (3.0556, -0.3848, -6.1651)
O (3.4781, -1.8847, -4.2883)
C (-0.6684, -2.9239, -0.4044)
H (2.5776, -4.0312, 2.0143)
C (3.5468, -1.9548, -1.9165)
H (4.0769, 2.8037, 2.6802)
C (2.8767, -1.0685, -0.8145)
C (4.2362, 1.7715, 0.7623)
C (2.5997, 2.3018, -2.6389)
P (1.0337, -0.8955, -2.8730)
H (-0.7548, -3.5545, 1.5460)
O (4.9335, -1.8689, -6.0202)
H (-5.5102, -4.3751, -5.8878)
C (-4.4222, -0.3584, -2.4587)
H (-3.0737, 4.7773, 6.3323)
C (0.0165, 3.1868, -0.4660)
H (3.6453, 0.4883, -6.4269)
Br (-0.8654, 0.2455, -3.2433)
H (3.1263, 1.4288, -3.0132)
H (-5.1212, -1.8908, 7.7386)